[1]
Density functional theory data (ωB97M-V with the def2-TZVPD basis set) for a cluster of 12 separate species, C6H33NO12 in total at a distorted geometry.

Computed properties:
HOMO (alpha / beta) = -13.5 / -13.5 eV
Energy above the lowest of the compared OMol25 structures with the same formula, charge and spin = 0.00 kJ/mol
E_tot = -1205.80977 Eh
Maximum force = 2.119 eV/Å
Total charge = +1
Spin multiplicity = 2
Expectation value of S² = 0.759

Last column: Mulliken charge in e.
Element x y z (Å)
O -0.294 -1.926 -2.731  -0.59
C -1.345 -2.489 -2.499  -0.07
C -2.678 -1.797 -2.616  -0.33
C -3.457 -1.895 -1.293  -0.91
C -2.652 -1.446 -0.048  -0.64
N -2.081 2.142 0.798  -0.23
C -2.573 0.890 0.796  -0.32
C -2.202 -0.045 -0.145  -0.04
H -1.343 -3.552 -2.218  0.41
H -3.274 -2.228 -3.432  0.43
H -2.534 -0.755 -2.927  0.15
H -3.728 -2.949 -1.129  0.40
H -4.355 -1.293 -1.396  0.38
H -1.754 -2.093 0.084  0.30
H -3.257 -1.592 0.840  0.41
H -2.685 2.848 1.211  0.32
H -1.695 2.467 -0.107  0.24
H -3.210 0.638 1.647  0.42
H -1.559 0.197 -0.987  0.50
H 2.739 -1.339 0.715  0.41
H 2.228 -2.066 -0.545  0.35
O 2.893 -1.421 -0.260  -0.72
H 1.788 -1.248 3.185  0.48
H 2.822 -0.430 2.495  0.32
O 2.474 -1.352 2.481  -0.83
H 3.366 0.944 -2.127  0.33
H 2.701 0.010 -1.058  0.49
O 2.602 0.896 -1.538  -0.92
H -3.933 1.297 -1.568  0.28
H -2.879 1.994 -2.521  0.42
O -3.786 1.603 -2.472  -0.64
H -0.076 -0.789 4.947  0.30
H 0.845 0.299 4.371  0.40
O 0.730 -0.684 4.436  -0.70
H 4.178 1.513 2.774  0.30
H 2.999 1.793 1.801  0.49
O 3.261 1.259 2.606  -0.83
H 2.161 -4.229 1.133  0.31
H 1.782 -2.832 1.664  0.39
O 1.473 -3.548 1.064  -0.64
H 0.080 -0.254 -3.086  0.43
H 1.168 0.737 -2.551  0.47
O 0.369 0.687 -3.162  -0.77
H 1.495 2.753 0.605  0.28
H 2.477 2.059 -0.270  0.44
O 2.446 2.664 0.521  -0.73
H 0.683 2.382 3.383  0.28
H 2.057 1.837 3.688  0.46
O 1.173 1.985 4.102  -0.75
H -1.109 3.321 -3.101  0.29
H -0.647 1.863 -2.707  0.48
O -1.214 2.641 -2.410  -0.71

***

[2]
Density functional theory data (ωB97M-V with the def2-TZVPD basis set) for a structure of composition C20H28GeN2S2Ta at a distorted geometry.

Computed properties:
HOMO (alpha / beta) = -10.6 / -10.6 eV
Energy above the lowest of the compared OMol25 structures with the same formula, charge and spin = 190.64 kJ/mol
E_tot = -3818.46043 Eh
Maximum force = 3.655 eV/Å
Total charge = +1

Last column: Mulliken charge in e.
Element x y z (Å)
Ta -0.730 0.057 0.963  0.50
C 0.850 1.242 -1.802  -1.15
N 1.072 0.077 -0.915  0.86
C 0.789 -1.184 -1.630  -0.89
C 0.671 -2.344 -0.655  -0.92
N -0.631 -2.301 0.038  0.49
C -0.660 -3.219 1.200  -1.08
C -1.716 -2.594 -0.891  -0.40
C -1.888 -3.879 -1.392  -0.52
C -2.950 -4.187 -2.222  -0.93
C -3.862 -3.198 -2.567  -0.61
C -3.671 -1.906 -2.115  -0.70
C -2.594 -1.591 -1.287  1.08
S -2.456 0.097 -0.784  -0.42
C 2.433 0.063 -0.393  -0.56
C 3.516 0.166 -1.261  -0.50
C 4.815 0.196 -0.787  -0.91
C 5.050 0.111 0.578  -0.66
C 3.984 -0.022 1.447  -0.72
C 2.671 -0.050 0.972  0.99
S 1.405 -0.143 2.195  -0.27
H 1.467 1.197 -2.702  0.40
H 1.100 2.156 -1.265  0.28
H -0.195 1.270 -2.103  0.44
H 1.579 -1.394 -2.356  0.44
H -0.149 -1.063 -2.175  0.63
H 1.465 -2.282 0.093  0.72
H 0.786 -3.288 -1.195  0.39
H -0.528 -4.262 0.906  0.38
H -1.623 -3.133 1.704  0.38
H 0.140 -2.953 1.892  0.41
H -1.181 -4.660 -1.134  0.33
H -3.072 -5.195 -2.593  0.40
H -4.714 -3.427 -3.192  0.41
H -4.355 -1.113 -2.388  0.45
H 3.345 0.224 -2.329  0.32
H 5.639 0.295 -1.480  0.42
H 6.060 0.146 0.966  0.41
H 4.145 -0.096 2.514  0.46
C -1.795 3.650 0.121  -0.91
Ge -1.106 3.209 1.923  0.26
C 0.869 3.329 1.881  -0.95
C -1.879 4.378 3.295  -1.10
C -1.592 1.329 2.275  -0.02
H -1.532 4.678 -0.134  0.39
H -2.881 3.561 0.094  0.34
H -1.376 2.985 -0.637  0.20
H 1.170 4.366 1.722  0.42
H 1.300 2.720 1.084  0.19
H 1.283 2.992 2.831  0.33
H -1.621 5.419 3.103  0.35
H -1.499 4.104 4.278  0.36
H -2.964 4.288 3.298  0.36
H -2.383 1.179 3.010  0.42

***

[3]
Density functional theory data (ωB97M-V with the def2-TZVPD basis set) for a cluster of 13 separate species, C40H59F21O38S6 in total at a distorted geometry.

Computed properties:
HOMO = -10.8 eV
Energy above the lowest of the compared OMol25 structures with the same formula, charge and spin = 37.43 kJ/mol
E_tot = -8904.76414 Eh
Maximum force = 6.415 eV/Å
Total charge = 0

Last column: Mulliken charge in e.
Element x y z (Å)
C -5.267 1.977 4.450  -1.26
C -5.770 1.874 5.827  -0.23
O -5.040 2.636 6.736  -0.08
C -3.768 2.222 7.196  -0.16
O -3.242 1.075 6.953  -0.60
C -3.072 3.184 8.258  0.98
F -2.829 2.555 9.423  -0.24
F -1.909 3.587 7.800  -0.21
F -3.797 4.261 8.440  0.00
H -5.957 1.544 3.726  0.46
H -4.208 1.723 4.416  0.37
H -5.151 3.042 4.251  0.24
H -5.778 0.848 6.196  0.44
H -6.827 2.130 5.887  0.32
C -3.022 7.068 9.692  1.48
C -3.991 7.125 8.563  0.98
O -4.172 8.541 8.204  0.04
C -3.413 9.174 7.308  -0.12
O -2.455 8.667 6.695  -0.40
C -3.807 10.654 7.185  0.58
F -3.310 11.172 6.020  0.12
F -5.167 10.755 7.214  -0.24
F -3.349 11.453 8.212  -0.17
H -2.078 7.607 9.605  -1.00
H -2.739 6.025 9.835  -0.31
H -3.471 7.396 10.629  -0.27
H -4.962 6.682 8.784  -0.33
H -3.575 6.570 7.722  -0.41
C -8.787 6.215 11.343  -0.63
C -7.970 5.171 12.059  -0.29
O -6.885 5.638 12.905  -0.26
C -5.554 5.416 12.582  0.56
O -5.202 4.818 11.526  -0.56
C -4.514 5.928 13.602  0.77
F -3.790 6.920 13.126  -0.19
F -5.203 6.374 14.689  -0.27
F -3.626 4.963 13.907  -0.23
H -9.013 7.063 11.990  0.39
H -9.677 5.748 10.921  0.33
H -8.115 6.539 10.548  -0.07
H -7.528 4.547 11.282  0.17
H -8.642 4.449 12.523  0.37
C 1.548 1.460 14.996  -1.25
C 1.214 1.807 13.558  -0.16
O 0.684 3.075 13.353  -0.21
C 0.268 3.414 12.095  -0.02
O 0.538 2.729 11.103  -0.55
C -0.629 4.624 11.957  1.10
F -0.078 5.415 11.025  -0.19
F -1.787 4.212 11.471  -0.09
F -0.701 5.388 13.097  -0.28
H 0.791 1.712 15.739  0.33
H 2.349 2.134 15.303  0.32
H 1.747 0.410 15.209  0.36
H 0.480 1.083 13.205  0.30
H 2.036 1.664 12.856  0.32
C -7.462 13.097 4.857  -0.92
C -7.668 11.550 4.741  0.35
O -7.731 11.280 3.346  -0.35
C -6.697 10.865 2.613  0.45
O -5.582 10.688 3.014  -0.48
C -7.153 10.508 1.173  0.77
F -7.322 9.171 1.013  -0.22
F -8.293 11.104 0.940  -0.25
F -6.314 10.947 0.243  -0.24
H -7.030 13.271 5.842  0.25
H -8.303 13.752 4.631  0.41
H -6.733 13.327 4.080  0.08
H -8.598 11.334 5.266  0.36
H -6.840 11.024 5.217  -0.24
C -9.209 4.251 8.243  -1.55
C -7.863 4.777 7.788  1.73
O -7.951 5.705 6.776  -0.20
C -7.735 7.036 6.966  0.26
O -7.398 7.584 8.049  -0.60
C -7.809 7.946 5.703  0.89
F -6.671 8.484 5.348  -0.14
F -8.250 7.192 4.682  -0.28
F -8.661 8.924 5.899  -0.23
H -10.022 4.938 8.006  0.37
H -9.108 4.041 9.307  0.31
H -9.438 3.342 7.686  0.41
H -7.207 4.025 7.348  -0.70
H -7.383 5.252 8.643  -0.31
C 0.726 5.489 8.247  -0.04
C 1.370 4.251 7.615  -0.88
O 0.617 3.775 6.520  -0.27
C 0.603 4.370 5.290  0.68
O 1.216 5.407 5.068  -0.64
C -0.276 3.632 4.217  0.78
F -1.009 2.561 4.629  -0.27
F -1.222 4.490 3.695  -0.18
F 0.559 3.225 3.321  -0.26
H -0.311 5.401 8.570  -0.09
H 0.796 6.349 7.581  0.21
H 1.289 5.670 9.163  0.35
H 1.293 3.433 8.331  0.32
H 2.440 4.232 7.405  0.40
C -1.129 7.657 3.554  0.70
C -1.397 9.083 3.807  0.35
O -1.434 9.770 2.559  -0.34
S -1.448 8.688 1.231  1.03
O -0.127 8.737 0.537  -0.59
O -2.662 8.803 0.362  -0.53
O -1.503 7.317 2.261  -0.33
H -1.598 6.960 4.249  -0.79
H -0.049 7.513 3.592  0.54
H -0.631 9.543 4.432  0.08
H -2.379 9.156 4.274  -0.17
C -2.383 14.480 6.538  0.26
C -3.543 15.487 6.182  -0.24
O -3.882 16.081 7.437  -0.42
S -3.835 14.941 8.588  1.15
O -4.992 13.989 8.515  -0.50
O -3.578 15.540 9.913  -0.59
O -2.460 14.310 7.909  -0.34
H -1.460 15.055 6.462  0.33
H -2.242 13.568 5.958  -0.17
H -4.477 15.093 5.781  0.14
H -3.087 16.213 5.509  0.34
C 0.214 9.086 9.813  0.39
C 1.512 9.910 9.790  -0.56
O 1.616 10.565 8.550  -0.37
S 0.848 9.749 7.348  1.04
O 1.797 8.755 6.789  -0.61
O 0.056 10.648 6.512  -0.36
O -0.049 8.946 8.422  -0.04
H -0.656 9.635 10.172  -0.12
H 0.221 8.153 10.377  0.00
H 2.347 9.225 9.936  0.32
H 1.573 10.675 10.564  0.35
C -5.044 5.775 2.283  -0.54
C -5.142 7.166 2.821  0.18
O -4.398 7.168 4.071  0.25
S -4.350 5.636 4.671  0.02
O -5.646 5.270 5.210  -0.28
O -3.186 5.436 5.537  -0.16
O -4.128 5.118 3.129  -0.38
H -4.719 5.694 1.246  0.36
H -5.937 5.151 2.320  0.30
H -6.163 7.417 3.109  -0.10
H -4.757 7.885 2.098  0.20
C -1.905 13.313 1.733  -0.32
C -2.513 12.640 2.985  0.55
O -3.267 13.566 3.589  -0.04
S -3.740 14.811 2.658  1.20
O -2.976 15.987 3.042  -0.59
O -5.198 14.855 2.396  -0.61
O -2.940 14.173 1.325  -0.44
H -1.668 12.536 1.006  0.34
H -1.047 13.943 1.968  0.32
H -1.788 12.424 3.769  -0.02
H -3.045 11.732 2.699  -0.29
C -4.534 10.166 11.130  1.12
C -5.159 11.488 11.453  0.01
O -5.972 11.295 12.592  -0.44
S -5.275 10.171 13.590  0.95
O -6.299 9.429 14.329  -0.51
O -4.135 10.814 14.302  -0.57
O -4.686 9.355 12.292  -0.04
H -3.487 10.201 10.829  -0.51
H -5.013 9.716 10.260  -0.43
H -5.821 11.899 10.691  0.20
H -4.465 12.310 11.631  0.26

***

[4]
Density functional theory data (ωB97M-V with the def2-TZVPD basis set) for the ion C10H12NS with charge +1 at a distorted geometry.

Computed properties:
HOMO = -13.4 eV
Energy above the lowest of the compared OMol25 structures with the same formula, charge and spin = 82.71 kJ/mol
E_tot = -840.91724 Eh
Maximum force = 5.697 eV/Å
Total charge = +1

Last column: Mulliken charge in e.
Element x y z (Å)
C -1.033 2.309 -0.373  -0.86
C -2.297 1.760 -0.147  -0.35
C -3.498 -0.511 0.207  -0.75
C 0.140 1.567 -0.429  0.07
C -3.141 -1.826 0.266  -0.41
C -2.354 0.388 0.093  0.29
C -1.216 -0.429 0.076  0.63
C 3.687 -0.872 0.313  -1.38
C 2.531 0.081 -0.051  -0.83
C 1.119 -0.692 -0.083  -0.77
N 0.018 0.247 -0.241  0.18
S -1.379 -2.081 0.076  -0.06
H -0.972 3.317 -0.452  0.49
H -3.220 2.310 0.018  0.43
H -4.552 -0.180 0.119  0.37
H 1.122 2.005 -0.514  0.46
H -3.869 -2.631 0.155  0.43
H 3.458 -1.859 0.010  0.36
H 3.827 -1.129 1.411  0.34
H 4.549 -0.479 -0.062  0.40
H 2.430 0.844 0.663  0.50
H 2.535 0.613 -1.010  0.44
H 0.962 -1.292 0.822  0.60
H 1.151 -1.462 -0.867  0.41